# 1
{"formula": "C33H96Cu2O35", "method": "ωB97M-V with the def2-TZVPD basis set", "symbols": ["Cu", "Cu", "C", "O", "O", "O", "C", "C", "O", "O", "H", "H", "H", "H", "H", "H", "C", "C", "O", "O", "H", "H", "H", "H", "H", "H", "C", "C", "O", "O", "H", "H", "H", "H", "H", "H", "C", "C", "O", "O", "H", "H", "H", "H", "H", "H", "C", "C", "O", "O", "H", "H", "H", "H", "H", "H", "C", "C", "O", "O", "H", "H", "H", "H", "H", "H", "C", "C", "O", "O", "H", "H", "H", "H", "H", "H", "C", "C", "O", "O", "H", "H", "H", "H", "H", "H", "C", "C", "O", "O", "H", "H", "H", "H", "H", "H", "C", "C", "O", "O", "H", "H", "H", "H", "H", "H", "C", "C", "O", "O", "H", "H", "H", "H", "H", "H", "C", "C", "O", "O", "H", "H", "H", "H", "H", "H", "C", "C", "O", "O", "H", "H", "H", "H", "H", "H", "C", "C", "O", "O", "H", "H", "H", "H", "H", "H", "C", "C", "O", "O", "H", "H", "H", "H", "H", "H", "C", "C", "O", "O", "H", "H", "H", "H", "H", "H"], "coordinates": [[-21.271969, -14.116482, -4.442438], [-21.566658, -8.229820, -5.125172], [-20.154839, -10.306796, -6.249339], [-21.369982, -10.420988, -6.110277], [-19.479552, -11.294502, -6.634064], [-19.515147, -9.279416, -5.950485], [-21.356996, -11.083827, -12.422085], [-22.165280, -9.790591, -12.003275], [-21.407762, -9.128391, -11.061113], [-21.415979, -12.139188, -11.443194], [-20.316336, -10.805213, -12.587937], [-21.787220, -11.370034, -13.381818], [-23.157518, -10.120101, -11.695079], [-22.247481, -9.098277, -12.841154], [-20.939651, -9.784412, -10.539472], [-21.380244, -11.730533, -10.575256], [-17.452889, -7.301206, -3.406123], [-17.150666, -7.255383, -4.951835], [-18.263671, -6.864337, -5.726447], [-17.475586, -5.976958, -2.879850], [-16.731084, -7.972124, -2.940316], [-18.397246, -7.838471, -3.318668], [-16.921690, -8.221845, -5.400858], [-16.281959, -6.602491, -5.036496], [-18.795194, -7.658639, -5.816806], [-18.061451, -5.387381, -3.360227], [-27.050222, -12.083769, -4.811856], [-27.689345, -12.095127, -6.180596], [-27.968777, -13.473654, -6.580706], [-25.701989, -12.553402, -4.775572], [-27.651001, -12.523317, -4.015636], [-26.928411, -11.058402, -4.462734], [-27.054672, -11.586112, -6.905989], [-28.638437, -11.561543, -6.231701], [-28.322722, -13.514824, -7.472128], [-25.162577, -11.945036, -5.285992], [-19.446126, -14.585047, -7.974735], [-20.916981, -14.156363, -7.854389], [-21.249533, -13.441069, -6.706072], [-18.729375, -13.473712, -8.215269], [-19.316483, -15.222875, -8.849077], [-19.045327, -15.089123, -7.095325], [-21.450167, -15.092755, -8.018631], [-21.141463, -13.489941, -8.687204], [-20.878880, -12.559465, -6.789590], [-19.027779, -12.846335, -7.552737], [-21.851890, -5.695571, -3.834615], [-21.402579, -6.418714, -2.560762], [-21.495066, -7.875420, -2.768964], [-21.095346, -5.946209, -4.980062], [-21.878155, -4.618435, -3.669697], [-22.900041, -5.974574, -3.942418], [-22.080046, -6.179772, -1.740973], [-20.344361, -6.281888, -2.338167], [-20.936490, -8.201915, -2.059749], [-21.263209, -5.206000, -5.567850], [-17.062076, -9.884919, -8.417562], [-17.640117, -10.448533, -9.683139], [-19.089320, -10.562234, -9.473982], [-16.947515, -10.829773, -7.337806], [-17.652538, -9.066350, -8.005991], [-16.076260, -9.462450, -8.611980], [-17.263284, -11.442704, -9.923375], [-17.343045, -9.884388, -10.567214], [-19.147274, -10.861939, -8.563803], [-17.837598, -10.898077, -6.984686], [-22.994155, -11.711163, -1.646351], [-22.946197, -11.048954, -3.040841], [-22.347003, -11.900577, -3.940940], [-23.714519, -12.862292, -1.627668], [-23.299936, -11.003415, -0.875838], [-21.937177, -11.873262, -1.435088], [-22.419749, -10.097057, -2.971360], [-23.972627, -10.837333, -3.340443], [-22.110776, -11.435434, -4.746812], [-23.393939, -13.378695, -2.370750], [-23.664536, -11.059048, -8.727408], [-24.005904, -11.828757, -7.436686], [-24.029625, -10.924010, -6.349111], [-22.265342, -11.045325, -8.854578], [-24.128208, -10.074563, -8.664999], [-23.974542, -11.619914, -9.609122], [-23.332180, -12.671098, -7.279698], [-25.015766, -12.236832, -7.394913], [-23.111539, -10.661679, -6.249668], [-21.956755, -10.712244, -8.008758], [-23.197135, -6.294441, -9.976714], [-23.458496, -6.099995, -11.510240], [-24.740938, -6.492098, -11.837930], [-23.018165, -7.654980, -9.567064], [-23.980635, -5.865859, -9.351775], [-22.344302, -5.641246, -9.792059], [-22.684227, -6.637450, -12.057739], [-23.298363, -5.066393, -11.817026], [-24.621316, -6.903530, -12.697011], [-22.537241, -8.156190, -10.229703], [-14.430951, -12.093265, -4.299351], [-12.954617, -12.369795, -4.193236], [-12.426904, -12.030160, -2.907537], [-14.787086, -10.702035, -4.392264], [-14.925586, -12.416554, -3.383421], [-14.882993, -12.584476, -5.161014], [-12.464600, -11.689582, -4.889872], [-12.660018, -13.399507, -4.395740], [-12.721160, -12.705677, -2.292148], [-15.733132, -10.542209, -4.424402], [-25.723108, -7.400274, -6.944956], [-24.425622, -6.902884, -6.311821], [-23.396207, -7.645404, -6.852235], [-26.076551, -8.654174, -6.499254], [-25.822433, -7.521340, -8.023644], [-26.538253, -6.790280, -6.555647], [-24.363410, -7.049511, -5.233522], [-24.207495, -5.865034, -6.563588], [-23.409616, -7.635650, -7.812092], [-25.339191, -9.247097, -6.661581], [-16.336159, -3.009447, -7.094118], [-17.406852, -4.192885, -7.201101], [-18.433716, -4.092204, -6.269371], [-15.411920, -3.113520, -6.019554], [-16.788360, -2.024582, -6.977304], [-15.799462, -3.002590, -8.042802], [-16.791677, -5.087654, -7.105936], [-17.904599, -4.031249, -8.157247], [-18.795183, -4.978479, -6.343169], [-15.680519, -2.484016, -5.346375], [-18.441608, -6.749193, -9.654121], [-19.904720, -6.706202, -9.041412], [-20.228763, -5.469180, -8.474751], [-18.434362, -5.785430, -10.715742], [-18.093757, -7.701591, -10.054183], [-17.767386, -6.510703, -8.831527], [-20.031261, -7.406601, -8.215860], [-20.629529, -7.099040, -9.754457], [-19.900911, -4.886665, -9.163803], [-17.740594, -5.131782, -10.601534], [-15.278883, -13.653245, -7.847784], [-15.737107, -14.718729, -8.827578], [-16.603157, -14.243742, -9.878979], [-14.890885, -12.471908, -8.468379], [-14.395090, -13.984561, -7.302580], [-16.072924, -13.478717, -7.121744], [-16.308956, -15.543725, -8.402749], [-14.812471, -15.170711, -9.186531], [-17.412319, -13.969076, -9.441459], [-15.503841, -11.781358, -8.205661], [-18.560802, -12.439038, -3.228023], [-18.515843, -10.865065, -2.989378], [-17.722343, -10.367719, -4.108619], [-19.415200, -12.727248, -4.267852], [-18.920844, -12.998935, -2.364897], [-17.605466, -12.868216, -3.530070], [-17.901441, -10.611517, -2.125478], [-19.532142, -10.471898, -2.963648], [-18.332547, -10.114694, -4.805196], [-19.274348, -12.188888, -5.050122], [-26.266201, -7.084197, -2.879827], [-26.208378, -8.608745, -3.035551], [-25.887460, -9.277350, -1.846386], [-24.995341, -6.518933, -2.655592], [-26.974751, -6.781371, -2.108880], [-26.755717, -6.811345, -3.814713], [-25.583782, -9.041656, -3.816928], [-27.217903, -9.002436, -3.153760], [-25.014826, -9.007647, -1.550803], [-25.128380, -5.586849, -2.468157]], "atomic_forces_ev_per_a": [[0.4568, 1.5510, -0.7408], [0.4515, -0.2102, -0.5763], [2.4624, 0.4489, 0.1727], [-4.4026, 0.4686, 0.6380], [0.9117, -2.8336, -1.1043], [-0.0914, 2.3731, 0.9427], [-0.9458, 0.8435, 0.2241], [1.1764, -2.0727, -1.4998], [0.1181, 1.0394, 1.0108], [-0.4264, 0.5931, -1.2316], [0.0976, 0.1455, -0.0395], [0.0579, -0.7593, 0.1550], [-0.2066, 0.1903, 0.4014], [-0.1786, -0.2192, -0.2934], [0.4219, 0.0517, 0.6590], [0.0732, -0.0052, 0.4631], [-0.3210, 0.0304, -2.4021], [0.0982, -0.9080, 0.9490], [-0.0806, 1.4333, 0.0889], [0.4008, -0.7530, 0.9050], [0.3696, 0.7094, 0.3741], [-0.5292, 0.1919, 0.2705], [0.7656, -0.3453, 0.7788], [-0.2441, 0.3369, -0.5304], [-0.3324, -0.2666, -0.2155], [-0.0947, -0.3215, -0.5522], [0.8521, 1.2082, 0.4005], [-0.7013, -1.1801, -0.6012], [0.5907, 0.5780, 0.5615], [-0.6442, -1.2032, 0.1073], [0.1359, -0.7017, -0.3471], [-0.7071, 0.5519, -0.3353], [0.3415, -0.1135, -0.0569], [-0.0610, 0.2650, 0.5453], [0.0132, 0.2990, -0.0319], [0.2384, 0.3337, -0.0285], [-1.5984, -0.8812, -0.0899], [0.7360, -1.4882, -1.7109], [-0.6145, -1.2613, 1.9336], [1.8465, 2.1147, -0.2802], [-0.2778, -0.3736, 0.0682], [-0.3472, -0.4920, 0.3855], [-0.9018, 0.2341, 0.7035], [0.1029, -0.2305, -0.3793], [0.4212, 0.8644, 0.1460], [0.5646, 0.8652, 0.0604], [-0.9518, 0.4362, 1.6002], [0.4411, -0.8047, -1.1167], [-0.3041, 0.8938, -0.3849], [0.2897, -0.8807, 0.0010], [0.1754, 0.1203, 0.4809], [-0.2277, -0.2355, -0.3626], [0.1826, 0.3527, -0.0165], [-0.0743, 0.7137, 0.1852], [0.0884, -0.6261, -0.1570], [0.2343, -0.1621, -0.5930], [0.9069, 0.3117, 0.7057], [-0.9769, -0.7386, 0.3601], [0.7649, 0.5408, -1.1028], [0.7824, 0.3206, -1.0315], [-0.3163, 0.2770, -0.4639], [0.2549, -0.1950, 0.0657], [0.2248, -0.2352, 0.4225], [-0.7481, 0.5746, 0.0676], [-0.3777, -0.2468, 0.2251], [-0.4813, -0.3669, 0.5068], [1.8385, 1.9682, -0.9899], [-1.5142, 0.9118, 1.6124], [0.8541, -2.0226, -0.4127], [-0.8428, -1.2382, 0.2524], [-0.5799, -0.0930, -0.1383], [0.4985, -0.3926, 0.3474], [0.2180, 0.1184, 0.0575], [-0.2431, 0.0327, -0.1517], [0.2727, 0.2940, -0.4505], [-0.3390, -0.2515, -0.1347], [-0.4811, -1.8348, 0.3067], [-1.4016, 0.0244, -0.7440], [0.1793, 0.1483, 0.3414], [0.6166, 0.6210, -0.1032], [0.1103, 0.1997, -0.2802], [-0.5326, 0.1760, 0.0005], [0.2013, 0.1878, 0.0167], [-0.0604, -0.1670, -0.7103], [0.3299, 0.5712, 0.4131], [0.7341, 0.2796, 0.2554], [0.2018, 0.4595, -1.2845], [0.9637, 0.2976, 1.9694], [-0.6850, -0.8099, -0.8709], [-1.0793, 1.4253, 0.4694], [-0.4120, -0.1288, -0.2922], [0.5516, -0.4069, 0.3657], [0.0919, -0.4614, 0.0141], [0.0345, 0.4202, 0.4399], [-0.7664, -0.1452, -0.1391], [0.7850, -0.4391, -0.2869], [-1.8190, 0.6371, 0.1731], [0.3483, 1.1824, 0.3363], [-0.0326, 0.0782, -0.0686], [1.8369, 0.1877, -0.0621], [-0.0100, -0.7585, 0.1569], [0.1921, -0.4376, -0.0760], [0.2135, -0.1893, -0.1200], [-0.4516, -0.0935, -0.4387], [-0.0204, 0.0047, 0.1210], [-0.3530, -0.5618, -0.0249], [-1.1745, 0.9154, 1.0328], [-0.4254, 0.2835, -1.3264], [2.0305, -1.5401, 0.9139], [-0.2235, -1.8448, 1.1919], [0.8720, 1.2754, -0.4371], [-0.1039, 0.5529, -0.4279], [-0.6108, 0.0650, 0.0519], [-0.5283, 0.5271, 0.2386], [0.3369, -0.0737, -0.8333], [0.3411, -0.5112, 0.0824], [-1.1024, -0.4723, 0.2623], [1.8235, 2.8357, -0.1328], [0.1074, -0.1065, 0.7394], [0.0269, -0.4494, -0.1251], [-0.6213, -0.0836, -0.4065], [0.2466, -0.1169, 0.0106], [-0.3756, -0.3936, -0.1954], [0.5557, -0.5022, -0.7058], [-0.6019, -0.4750, 0.6622], [0.0245, -0.1900, 0.0619], [-1.2778, 0.4922, 0.8169], [1.0027, -2.4336, 0.1586], [0.2838, 0.4515, -0.6304], [-0.0884, 0.1926, 0.1529], [-0.6449, -0.1956, 0.0380], [0.1898, 0.3683, -0.0895], [0.5718, -0.3510, 0.0964], [0.0188, 0.6039, -0.4669], [-0.1378, 0.9337, -0.0048], [0.1434, -0.1386, 0.1302], [-0.4633, -0.1156, 0.7124], [-0.4303, -0.2290, -0.7248], [1.2849, -0.1865, 0.0485], [0.3083, 0.5047, -0.6254], [-0.0418, -0.5910, 0.1945], [-0.1328, 0.2417, 0.1647], [0.2980, -0.0543, 0.9271], [-0.2670, 0.0626, -0.9929], [-0.1426, 0.3316, 0.1539], [-0.2549, 0.0391, 0.1869], [0.4979, 1.2412, 1.1723], [2.0921, -1.9707, -1.3837], [-0.7162, -0.2311, 1.1914], [-2.3386, -1.4462, -0.6696], [-0.0284, 0.1849, 0.2318], [0.5820, 0.5760, 0.5383], [-0.4693, -0.0769, 0.3060], [0.0100, 0.1602, 0.0117], [-0.1854, 0.5608, -0.6477], [0.3319, 0.4032, -0.7727], [-0.8618, -1.2497, -0.9147], [-0.5244, -0.3115, 1.1280], [0.6763, -0.3007, 1.2806], [0.2810, -0.0054, -0.1909], [0.0764, -0.3448, 0.3540], [0.3501, 0.7573, -0.4401], [0.0721, 0.7874, -0.5409], [-0.2264, 0.5439, -0.8095], [0.1493, 0.0625, 0.0342], [0.0799, 0.0918, 0.0584]], "molar_mass_g_mol": 1180.188, "gap_ev": 7.29, "e_tot_ha": -7229.0051, "total_charge": 0, "fmax_ev_per_a": 4.473, "relative_energy_kcal_mol": 0.0}


# 2
{"formula": "C16H16N6O4", "method": "ωB97M-V with the def2-TZVPD basis set", "symbols": ["O", "O", "N", "N", "O", "O", "C", "C", "C", "C", "C", "C", "C", "C", "C", "C", "C", "C", "N", "N", "N", "N", "C", "C", "C", "C", "H", "H", "H", "H", "H", "H", "H", "H", "H", "H", "H", "H", "H", "H", "H", "H"], "coordinates": [[4.713657, -7.246630, -0.919460], [-1.608757, 1.459245, -1.941986], [3.832001, -4.090878, 2.209565], [1.587824, -2.458821, -0.270169], [5.218454, -7.845136, 1.196246], [-4.600952, 5.398125, -2.165663], [4.681882, -7.035988, 0.287598], [-1.411274, 1.667592, -0.750456], [4.372887, -5.280781, 2.093669], [2.308228, -2.764331, 0.811667], [4.112487, -5.816428, 0.776653], [3.282776, -4.923268, 0.182821], [-0.069894, 1.053375, 1.291291], [0.068221, -0.409071, -0.669659], [0.850811, 0.254235, 1.976106], [0.958029, -1.235040, 0.023655], [-0.466955, 0.758362, -0.050258], [1.310522, -0.881147, 1.317442], [3.130572, -3.890504, 1.058116], [2.115967, -1.842319, 1.793207], [-1.931982, 2.775451, -0.115326], [-2.774242, 3.779670, -0.652689], [-4.978589, 4.814638, -0.894685], [-3.214337, 5.679909, -2.196271], [-4.209097, 3.491224, -0.692568], [-2.349444, 4.427519, -1.923063], [5.650538, -8.600572, 0.732900], [4.856986, -5.773388, 2.955836], [2.846621, -4.963974, -0.794745], [-0.457423, 1.886227, 1.827516], [-0.247953, -0.666708, -1.675873], [1.127079, 0.424966, 3.006582], [2.504671, -1.901648, 2.729251], [-1.711088, 2.914563, 0.871032], [-4.735759, 5.502882, -0.052499], [-6.059454, 4.685468, -0.823629], [-2.931215, 6.032680, -3.185918], [-2.964382, 6.432394, -1.465141], [-4.503076, 3.008549, 0.217928], [-4.532723, 2.785181, -1.466078], [-2.476329, 3.674194, -2.759459], [-1.295288, 4.720183, -1.893487]], "atomic_forces_ev_per_a": [[0.0910, -0.4502, 1.2096], [-0.4919, 0.2079, 0.3318], [-0.7860, 0.3175, 0.4985], [1.1939, -0.7910, 0.4239], [0.4416, -0.7236, 0.2199], [-0.5007, -0.2565, 0.7430], [0.0655, -0.3032, -3.1161], [-0.1061, 0.2199, -2.0719], [-0.2478, -0.0481, -0.4400], [-1.4733, 1.1166, -0.6804], [0.1947, 0.2628, 2.7949], [0.2758, 0.2733, -0.1435], [0.9076, -1.2953, -0.4308], [-0.7663, 0.7751, -0.2439], [-0.8945, 0.1280, -0.5827], [0.1527, -0.4054, 0.2882], [1.1642, -0.8719, 1.8383], [-0.6788, 1.4500, 0.5862], [-0.3587, -0.1785, -1.3234], [1.6403, -1.2294, 1.2718], [-0.0122, -0.0981, 0.6866], [0.3209, 0.3312, -0.3457], [1.1098, 0.1938, 0.2095], [0.4646, -1.2578, 0.2294], [-0.3239, 0.1735, -0.3415], [-0.4480, -1.2342, -0.5412], [-0.4660, 0.7201, 0.2102], [-0.0615, 0.5951, -0.8354], [-0.2201, 0.2667, -0.1301], [-0.2440, 0.5709, 0.1945], [0.0227, 0.1511, 0.1017], [-0.0053, 0.2442, 0.0177], [-0.0145, -0.0145, -0.3928], [-0.2273, 0.0767, -0.7543], [0.1801, -0.1812, -0.5299], [0.0888, -0.1753, -0.6173], [-0.3332, 0.1217, -0.0778], [0.0339, 0.4914, 0.4178], [-0.0934, -0.0023, 0.8359], [0.3912, 0.0506, -0.4045], [0.1563, 0.8831, 0.6669], [-0.1422, -0.1048, 0.2271]], "molar_mass_g_mol": 356.342, "gap_ev": 8.80, "e_tot_ha": -1248.7903, "total_charge": 0, "fmax_ev_per_a": 3.131, "relative_energy_kcal_mol": 0.0}